Entry 1:
{"formula": "C12H36N4O6", "method": "wB97M-V/def2-TZVPD", "homo_energy_ha": -0.3429, "orbital_gap_ev": 9.829, "e_tot_ha": -1149.3265, "fmax_ev_per_a": 1.30, "de_lowest_kj_mol": 79.3, "smiles": "NC(N)=O.NC(N)=O.CC(C)O.CC(C)O.CCO.CCO", "species": ["N", "C", "N", "O", "H", "H", "H", "H", "N", "C", "N", "O", "H", "H", "H", "H", "C", "C", "C", "O", "H", "H", "H", "H", "H", "H", "H", "H", "C", "C", "C", "O", "H", "H", "H", "H", "H", "H", "H", "H", "C", "C", "O", "H", "H", "H", "H", "H", "H", "C", "C", "O", "H", "H", "H", "H", "H", "H"], "coordinates": [[12.23383, 8.85754, -9.14953], [13.15380, 7.86564, -9.39167], [13.82058, 8.05024, -10.57649], [13.34362, 6.93722, -8.62775], [12.24954, 9.68824, -9.70427], [11.78458, 8.85206, -8.25380], [14.60930, 7.48401, -10.82546], [13.46024, 8.66756, -11.27579], [18.23938, 12.89365, -10.15836], [19.54027, 13.27962, -9.98481], [20.34569, 12.29626, -9.48983], [19.95733, 14.40606, -10.23924], [17.59512, 13.54503, -10.56230], [17.89745, 12.02527, -9.78071], [21.25237, 12.55087, -9.14920], [20.03555, 11.34904, -9.38911], [20.36413, 7.32155, -13.46622], [19.49642, 7.40828, -12.22231], [19.09385, 8.83616, -11.89486], [18.29977, 6.63062, -12.32028], [19.76790, 7.52988, -14.35622], [20.73960, 6.29511, -13.54732], [21.24544, 7.95275, -13.38442], [20.05462, 6.98446, -11.38012], [18.39959, 8.81071, -11.05535], [18.67636, 9.30838, -12.78552], [19.93801, 9.45357, -11.57814], [18.29368, 6.13678, -13.14574], [19.12045, 7.34584, -5.21563], [19.76469, 8.11215, -6.36539], [21.25742, 7.81253, -6.47339], [19.10241, 7.84269, -7.61016], [19.11601, 6.26835, -5.38758], [18.14160, 7.75855, -4.97795], [19.71739, 7.46868, -4.30700], [19.63508, 9.18484, -6.21976], [21.45499, 6.74688, -6.34606], [21.79877, 8.38798, -5.72161], [21.62363, 8.12625, -7.45115], [19.04535, 6.88592, -7.71727], [16.03685, 10.39467, -7.21036], [16.45731, 10.08858, -8.63665], [17.86288, 10.25481, -8.77412], [16.41109, 9.63782, -6.51393], [14.95356, 10.41392, -7.07595], [16.48593, 11.33094, -6.87399], [15.96901, 10.78418, -9.32052], [16.17810, 9.06200, -8.88715], [18.33728, 9.51130, -8.38158], [16.58050, 12.50043, -3.55335], [18.08642, 12.24211, -3.36769], [18.41684, 10.90114, -3.66004], [16.31130, 13.45814, -3.10509], [15.97521, 11.74139, -3.05440], [16.38425, 12.48436, -4.62411], [18.38942, 12.52437, -2.35053], [18.62490, 12.93666, -4.01247], [17.76300, 10.32856, -3.25367]], "mulliken_charge": [-0.4639, 0.7330, -0.3808, -0.6277, 0.1785, 0.2237, 0.1900, 0.1721, -0.3170, 0.4598, -0.3035, -0.6787, 0.1604, 0.2834, 0.1971, 0.2037, -1.4982, 0.6924, -1.0152, -0.5505, 0.4116, 0.3953, 0.3746, 0.0935, 0.1392, 0.3376, 0.2917, 0.3097, -1.3561, 0.8150, -1.5473, -0.5200, 0.4392, 0.2648, 0.3697, 0.1928, 0.3331, 0.3825, 0.3948, 0.2489, -1.0606, -0.1091, -0.1032, 0.1777, 0.4262, 0.1863, 0.3249, 0.1828, -0.0767, -0.9178, -0.2831, -0.4358, 0.3480, 0.3612, 0.1191, 0.2651, 0.2883, 0.2775]}


Entry 2:
{"formula": "C5H8N3", "method": "wB97M-V/def2-TZVPD", "homo_energy_ha": -0.5065, "orbital_gap_ev": 8.504, "total_charge": 1, "e_tot_ha": -359.1777, "fmax_ev_per_a": 3.29, "de_lowest_kj_mol": 464.9, "smiles": "CC=C=C/N=N/C=[NH2+]", "species": ["C", "C", "C", "C", "N", "N", "C", "N", "H", "H", "H", "H", "H", "H", "H", "H"], "coordinates": [[0.13933, -2.99047, -0.57103], [-0.26986, -1.98425, 0.48633], [-1.06171, -0.97021, 0.54966], [-1.87290, 0.12514, 0.43127], [-1.56102, 1.40499, 0.02380], [-0.47689, 1.89886, -0.14768], [0.25915, 2.95520, -0.26533], [0.53860, 3.76679, 0.73751], [0.85109, -3.72965, -0.18217], [0.82024, -2.38305, -1.32487], [-0.64204, -3.52794, -1.06862], [0.25023, -2.20939, 1.39134], [-2.89012, -0.13490, 0.44165], [0.41017, 3.27235, -1.26902], [1.38572, 4.33213, 0.64946], [0.37283, 3.27573, 1.62235]], "mulliken_charge": [-0.8711, -0.1454, 0.3678, -0.3928, -0.1803, 0.0549, 0.0276, -0.3564, 0.3057, 0.2596, 0.3286, 0.3143, 0.3642, 0.3565, 0.2881, 0.2785]}


Entry 3:
{"formula": "C4H6N2", "method": "wB97M-V/def2-TZVPD", "homo_energy_ha": -0.2802, "orbital_gap_ev": 8.718, "e_tot_ha": -265.5060, "fmax_ev_per_a": 0.60, "de_lowest_kj_mol": 77.8, "smiles": "Nc1ccc[nH]1", "species": ["N", "C", "C", "C", "C", "N", "H", "H", "H", "H", "H", "H"], "coordinates": [[2.05308, -0.10182, 0.00965], [0.66925, 0.01176, 0.19569], [-0.14247, 1.08851, 0.31465], [-1.47656, 0.62314, 0.06204], [-1.42562, -0.71907, -0.10852], [-0.09077, -1.13964, 0.00723], [2.16378, -0.64859, -0.83520], [2.48518, 0.79669, -0.19326], [0.20519, 2.10389, 0.41700], [-2.32138, 1.26366, -0.13745], [-2.21044, -1.40338, -0.41454], [0.09076, -1.87513, 0.68270]], "mulliken_charge": [-0.5512, 0.2968, -0.5081, -0.3499, -0.5739, -0.2351, 0.2632, 0.2634, 0.3757, 0.3654, 0.3864, 0.2673]}